Density functional theory data (ωB97M-V/def2-TZVPD) for a 15-piece molecular cluster, H28NO17 overall.

Summary:
- E_tot (Ha) = -1350.58950
- molecular weight (g/mol) = 314.2
- relative energy (zero: lowest compared OMol25 entry of this formula, charge and spin) (eV) = 1.493
- frontier orbital gap (eV) = 9.483

```
! RIJCOSX wB97M-V def2-TZVPD def2/J DEFGRID3
* xyz -1 1
N -0.029 -0.233 -0.048
O 0.970 0.291 -0.558
O -1.060 0.500 0.018
O 0.093 -1.058 0.870
O 1.235 1.013 2.540
H 0.601 0.719 1.942
H 0.883 1.678 3.123
O -0.499 -0.310 -3.214
H -0.116 -0.952 -2.614
H 0.137 0.431 -3.251
O -3.870 1.807 -0.810
H -3.452 1.688 -1.676
H -3.216 1.977 -0.147
O 2.544 -0.932 -2.625
H 2.713 -1.887 -2.486
H 1.911 -0.622 -1.970
O 0.647 -3.058 2.987
H 0.648 -3.264 3.923
H 1.413 -2.565 2.742
O 3.513 0.407 0.804
H 2.558 0.312 0.879
H 3.696 0.825 1.629
O -1.299 -3.504 0.326
H -0.880 -2.620 0.527
H -2.238 -3.599 0.641
O -2.058 -2.165 3.319
H -1.097 -2.267 3.179
H -2.464 -1.739 2.574
O -0.092 -2.697 -1.801
H -0.743 -2.845 -1.093
H -0.423 -3.038 -2.661
O 0.315 3.104 -0.547
H 0.038 2.221 -0.434
H 0.084 3.291 -1.457
O -3.326 -0.674 0.725
H -2.469 -0.320 0.550
H -3.806 -0.475 -0.092
O 3.347 2.450 -1.001
H 3.287 1.592 -0.571
H 4.247 2.837 -0.938
O 1.149 1.782 -3.240
H 1.661 1.673 -2.479
H 1.669 2.385 -3.807
O -2.254 2.582 1.762
H -2.433 3.247 2.437
H -1.534 2.009 2.023
*
```

Atom charges from the Löwdin analysis, given in e for atoms 1 to 6: number 1, N, carries -0.4791; number 2, O, carries -0.0220; number 3, O, carries -0.0391; number 4, O, carries -0.0163; number 5, O, carries 0.0058; number 6, H, carries -0.0328